# 1
{"formula": "C17H15Cl3CoN4O2S", "method": "ωB97M-V with the def2-TZVPD basis set", "species": ["Co", "C", "C", "N", "C", "S", "N", "N", "C", "C", "C", "C", "C", "C", "C", "N", "H", "H", "H", "H", "H", "H", "H", "H", "H", "H", "H", "H", "H", "Cl", "C", "C", "C", "Cl", "C", "O", "C", "Cl", "C", "H", "H", "O", "C"], "xyz": [[0.742155, -0.082425, 0.570946], [-2.864541, 2.396513, -3.740167], [-1.610814, 2.681319, -2.923219], [-0.575883, 1.692157, -3.130131], [-0.196087, 0.787630, -2.239483], [-1.153880, 0.561263, -0.800196], [0.865815, 0.043098, -2.469104], [1.251383, -0.722012, -1.465571], [2.161862, -1.639854, -1.558272], [2.942893, -1.932760, -2.792758], [2.336358, -2.399819, -0.332562], [3.078348, -3.580864, -0.250717], [3.132734, -4.256249, 0.955697], [2.430978, -3.757306, 2.047166], [1.704400, -2.588004, 1.889386], [1.673495, -1.920579, 0.743424], [-3.567329, 3.216367, -3.624817], [-3.341475, 1.481124, -3.400129], [-2.615258, 2.298472, -4.792603], [-1.863451, 2.680769, -1.860760], [-1.192526, 3.656476, -3.191179], [-0.058309, 1.736870, -3.997855], [2.662807, -1.238064, -3.580631], [2.758418, -2.951660, -3.128554], [4.009229, -1.837863, -2.587077], [3.588564, -3.963219, -1.122006], [3.710978, -5.163929, 1.041582], [2.442574, -4.262149, 3.000114], [1.127841, -2.165838, 2.702306], [-4.758999, 3.074558, 4.539639], [-3.448676, 2.212925, 3.875890], [-2.645056, 2.820456, 2.907508], [-1.587861, 2.130305, 2.367173], [-0.552652, 2.889312, 1.229261], [-1.294483, 0.768656, 2.717116], [-0.362755, 0.096498, 2.192201], [-2.136680, 0.213358, 3.741718], [-1.783740, -1.376871, 4.257961], [-3.172079, 0.917133, 4.310560], [-2.847717, 3.833439, 2.598637], [-3.766310, 0.463791, 5.087640], [2.737852, 1.961017, -0.149160], [2.037875, 1.225960, 0.361025]], "atomic_forces_ev_per_a": [[-2.02, -1.80, -1.02], [0.22, 0.07, 0.14], [-0.44, 0.20, -0.07], [0.23, 0.06, -0.40], [-0.21, -0.64, 1.15], [0.21, -0.33, 0.29], [0.92, 0.29, -1.61], [0.17, -0.16, 1.09], [-0.50, 0.85, -0.79], [-0.13, -0.05, 0.00], [0.11, -0.32, 0.53], [-0.21, 0.37, -0.01], [-0.16, 0.20, 0.14], [0.00, -0.01, -0.09], [0.21, -0.38, 0.25], [0.08, 0.13, 0.08], [-0.12, 0.08, -0.03], [-0.03, -0.11, -0.01], [-0.06, -0.02, -0.17], [0.15, 0.16, -0.18], [-0.07, -0.05, 0.07], [0.12, -0.12, 0.15], [0.00, -0.05, 0.04], [0.01, -0.08, -0.13], [0.07, -0.01, -0.02], [0.03, 0.05, -0.02], [0.02, -0.07, 0.02], [-0.02, -0.02, 0.05], [0.01, 0.01, 0.07], [0.14, -0.10, -0.05], [0.02, 0.07, -0.04], [0.42, 0.01, -0.36], [-0.11, 0.78, -0.36], [-0.13, 0.49, 0.60], [0.65, -0.37, -0.37], [-0.74, 0.34, 1.05], [-0.41, -0.23, 0.59], [-0.06, 0.04, -0.01], [0.30, -0.60, -0.03], [0.02, 0.08, -0.04], [-0.08, -0.05, 0.03], [-0.95, -0.98, 1.06], [2.36, 2.29, -1.59]], "nbo_charge": [1.2656, -0.6137, -0.2234, -0.5616, 0.3324, -0.3932, -0.4465, -0.2852, 0.1882, -0.6817, 0.1901, -0.2277, -0.1191, -0.2515, 0.0687, -0.5620, 0.2200, 0.2175, 0.2102, 0.2244, 0.2013, 0.4138, 0.2633, 0.2351, 0.2344, 0.2406, 0.2378, 0.2405, 0.2163, 0.1348, 0.0656, -0.2547, -0.0358, 0.1042, 0.3855, -0.6482, -0.0344, 0.1050, -0.2576, 0.2635, 0.2644, -0.3888, 0.4619], "homo_energy_ev": [-10.52, -10.51], "spin_multiplicity": 5, "charge": 1, "s2": 6.05, "orbital_gap_ha": [0.2724, 0.1594]}

# 2
{"formula": "C17H15ClNO3", "method": "ωB97M-V with the def2-TZVPD basis set", "species": ["C", "C", "O", "C", "C", "C", "C", "C", "Cl", "C", "C", "C", "O", "H", "H", "H", "H", "H", "H", "H", "H", "H", "H", "C", "C", "C", "C", "N", "C", "O", "C", "C", "H", "H", "H", "H", "H"], "xyz": [[-5.349372, 1.888260, 2.255342], [-3.851401, 2.104249, 2.189517], [-3.135166, 0.927421, 2.483108], [-1.791389, 1.211505, 2.581034], [-0.922008, 0.078193, 2.657609], [0.478930, 0.146774, 2.709608], [1.148668, 1.376519, 2.822822], [2.522018, 1.437293, 2.823431], [3.296416, 2.950506, 3.069916], [3.273659, 0.276477, 2.676021], [2.639431, -0.946764, 2.578431], [1.265845, -1.023573, 2.607119], [-1.353808, 2.359459, 2.564291], [-5.906965, 2.748739, 1.877640], [-5.623098, 1.010791, 1.667534], [-5.672428, 1.696059, 3.281339], [-3.526101, 2.416125, 1.185485], [-3.515170, 2.885468, 2.887556], [-1.385262, -0.888417, 2.601050], [0.584487, 2.289266, 2.901612], [4.346651, 0.345090, 2.638721], [3.223042, -1.846608, 2.483856], [0.771775, -1.973256, 2.479514], [-2.887419, -6.966146, -2.754997], [-3.942597, -6.149800, -2.392418], [-3.748282, -5.127760, -1.495430], [-2.484063, -4.903360, -0.928409], [-2.317005, -3.919036, -0.025605], [-1.229662, -3.638259, 0.627297], [-0.255392, -3.426773, 1.192503], [-1.425823, -5.739061, -1.313173], [-1.631746, -6.754387, -2.214857], [-3.044197, -7.770446, -3.454766], [-4.920716, -6.322695, -2.811928], [-4.563320, -4.489072, -1.205967], [-0.449919, -5.572521, -0.889762], [-0.812056, -7.393128, -2.500238]], "atomic_forces_ev_per_a": [[0.10, -0.51, 0.15], [0.00, 0.83, -0.21], [-0.37, -0.02, 0.22], [2.72, -1.68, 0.13], [-1.91, 0.27, -0.06], [-0.08, 0.02, -0.19], [0.66, 0.77, 0.16], [-0.64, -1.55, -0.09], [0.48, 0.70, -0.01], [0.94, 0.61, 0.08], [-0.47, 0.04, 0.04], [0.06, 0.10, -0.04], [-1.18, 1.08, -0.04], [0.18, 0.01, 0.00], [-0.07, 0.02, -0.09], [0.03, 0.03, 0.00], [-0.32, 0.22, 0.13], [-0.30, -0.06, -0.29], [-0.16, -0.42, 0.02], [-0.03, -0.09, 0.06], [0.29, -0.01, 0.06], [0.20, -0.21, -0.07], [0.02, 0.02, 0.19], [-0.03, -0.24, -0.19], [0.09, -0.21, -0.16], [0.39, 0.48, 0.53], [-0.02, -2.02, -1.64], [4.12, 3.46, 4.50], [-4.44, -2.06, -3.52], [0.04, 0.30, 0.37], [-0.31, 0.33, 0.15], [-0.05, -0.20, -0.18], [-0.02, -0.13, -0.12], [-0.16, 0.03, -0.05], [-0.16, 0.18, 0.11], [0.25, 0.02, 0.09], [0.16, -0.09, -0.04]], "nbo_charge": [-0.6219, -0.0729, -0.5408, 0.7100, -0.5472, -0.0127, -0.2505, -0.0376, -0.0454, -0.3474, -0.2083, -0.2591, -0.7326, 0.1990, 0.2021, 0.1987, 0.1649, 0.1919, 0.1755, 0.2529, 0.1946, 0.1895, 0.1974, -0.2436, -0.1986, -0.2322, 0.1623, -0.5943, 0.9338, -0.4325, -0.2529, -0.1964, 0.2055, 0.2092, 0.2215, 0.2083, 0.2092], "homo_energy_ev": -2.51, "charge": -1, "orbital_gap_ha": 0.1845}

Looking at relative energy (zero: lowest compared OMol25 entry of this formula, charge and spin) for the records above, in order, we have 20.5, 0.0 kcal per mole.
Looking at largest force on an atom for the records above, in order, we have 3.65, 7.02 eV/A.
Looking at E_tot for the records above, in order, we have -113951.2465, -38028.1080 eV.